Entry 1:
Computed, not measured: a structure of composition CuI, with ωB97M-V/def2-TZVPD.

Structure (XYZ):
```
2
Properties=species:S:1:pos:R:3:forces:R:3
I -1.154448 -0.788109 -0.216048 0.808 0.552 0.151
Cu 1.154448 0.788109 0.216048 -0.808 -0.552 -0.151
```
Forces are in eV/Å.

- spin multiplicity = 2
- HOMO energy (spin up / spin down) (eV) = -15.694 / -15.347
- Kohn-Sham gap (spin up / spin down) (eV) = 9.11 / 6.72
- E_LUMO (spin up / spin down) (eV) = -6.584 / -8.628
- net charge = +1



Entry 2:
Computed, not measured: a structure of composition EuHO2P at a distorted geometry, with ωB97M-V/def2-TZVPD.

Structure (XYZ):
```
5
Properties=species:S:1:pos:R:3:forces:R:3
O -0.314940 0.258435 0.728134 0.246 2.591 1.450
P 0.650351 1.067113 -0.479924 -0.444 -4.262 -1.142
Eu -0.539746 -1.871530 -0.468602 -0.327 -1.053 -0.085
H -0.584336 0.769818 1.615803 0.799 -1.272 -2.586
O 0.788671 -0.223836 -1.395410 -0.275 3.995 2.363
```
Forces are in eV/Å.

- spin multiplicity = 8
- HOMO energy (spin up / spin down) (eV) = -19.327 / -21.386
- Kohn-Sham gap (spin up / spin down) (eV) = 8.74 / 10.81
- E_LUMO (spin up / spin down) (eV) = -10.587 / -10.575
- net charge = +2



Entry 3:
Computed, not measured: a structure of composition F10KN5O20S10 at a distorted geometry, with ωB97M-V/def2-TZVPD.

Structure (XYZ):
```
46
Properties=species:S:1:pos:R:3:forces:R:3
O 12.358565 0.848389 16.804000 0.564 0.077 -0.359
O 13.840110 -7.683215 19.930717 -0.485 -0.995 0.196
N 13.930135 -1.629224 20.368770 0.947 1.788 0.221
F 14.753901 -3.043153 18.587567 -0.471 -0.066 0.459
S 13.491475 -6.323140 19.711689 1.500 2.341 0.229
K 11.652321 -3.208329 19.737788 -0.349 0.374 -0.308
O 12.771689 -2.384484 14.984711 0.348 -0.014 0.091
S 8.684802 -5.257076 17.695370 -0.513 -1.762 -1.504
S 15.290031 -1.958369 19.629694 1.024 -2.511 -1.683
O 10.563290 1.981777 20.151740 0.714 0.286 0.261
O 12.604129 -7.456442 22.628602 0.528 -0.306 -0.212
O 15.357573 0.143748 21.537180 0.235 0.088 -0.040
N 10.872041 -0.642133 15.372235 2.315 -1.315 -0.186
O 13.162316 -5.891066 18.399753 -0.437 0.120 -0.006
O 8.512046 -4.896653 20.876639 0.295 0.059 0.137
S 9.255058 1.899720 20.678239 0.283 0.864 1.020
O 11.043756 -7.498561 20.705681 0.275 -0.823 -0.320
O 9.675610 -4.370516 18.199173 -0.103 0.202 0.434
S 14.148936 -0.058157 20.790091 -0.792 -0.397 0.979
F 11.164404 -1.889908 13.330256 -0.019 0.282 -0.194
O 16.245842 -2.718021 20.382522 -0.249 0.185 0.492
O 8.197650 1.837860 19.729886 -0.687 -0.036 0.147
O 6.774936 -3.970311 19.426437 -0.435 0.037 0.134
O 15.827628 -0.983301 18.740203 0.044 0.940 0.189
N 12.620044 -5.543005 20.897575 1.458 -2.159 -1.701
O 7.553775 -0.668633 20.867443 -0.786 0.361 0.181
O 9.910637 -1.020175 20.587421 0.245 0.546 0.550
F 14.879466 -5.625121 20.023247 0.009 0.337 -0.141
S 8.858034 -0.445458 21.381804 -0.072 -3.020 0.261
S 12.080697 -1.248044 14.481157 -1.729 -0.005 -0.423
F 10.855165 -5.910072 22.418587 0.397 0.082 0.007
N 7.823854 -6.156856 18.757177 1.246 1.434 -0.329
N 9.130268 0.971489 22.043934 -0.097 0.544 -2.325
F 6.440236 -6.005883 20.723683 -0.154 0.023 -0.412
O 12.809389 -0.206530 13.836903 0.582 0.111 -0.716
S 7.496865 -5.104403 19.903123 -0.457 -0.296 1.156
O 13.774386 0.885678 19.811217 -0.135 0.313 -0.277
S 11.909654 -6.779056 21.577787 -3.035 0.943 2.194
O 11.972251 -1.442848 17.613812 0.493 -0.179 -0.738
S 11.584955 -0.343173 16.782182 -2.880 0.821 2.520
F 8.866116 -1.320003 22.727527 0.219 0.492 0.057
F 8.996475 3.293588 21.445267 0.120 0.064 0.034
F 13.040712 0.023375 21.908591 -0.247 -0.225 -0.132
F 9.543368 -6.425681 17.041782 -0.068 -0.215 0.313
F 10.203419 0.062726 17.483477 0.349 0.246 -0.267
O 7.860731 -4.858352 16.598869 0.011 0.368 0.012
```
Forces are in eV/Å.

- HOMO energy (eV) = -0.415
- Kohn-Sham gap (eV) = 8.09
- E_LUMO (eV) = 7.676
- net charge = -4



Entry 4:
Computed, not measured: a structure of composition F12N6O24S12Tl at a distorted geometry, with ωB97M-V/def2-TZVPD.

Structure (XYZ):
```
55
Properties=species:S:1:pos:R:3:forces:R:3
F -2.535460 2.031290 0.256158 0.107 -0.284 -0.607
S -2.532230 0.231743 2.965306 -1.383 -1.390 -2.345
N -0.668703 -2.451800 1.086237 -1.216 -1.614 -0.927
O 2.024903 0.734122 -3.735416 -0.140 -0.308 -0.270
O 0.465035 -4.521717 2.027605 -0.863 -0.586 -0.032
Tl 0.014514 -0.025581 0.056911 -0.082 -0.064 0.055
O 1.985682 4.644960 -1.080169 -0.042 0.046 -0.816
O 4.231490 1.617788 0.886493 0.288 -0.336 -0.649
N -1.119984 0.887312 2.357548 -1.503 -0.142 0.487
O -1.056902 4.024107 -2.621518 -0.166 0.478 1.064
F -1.847760 -2.630664 -0.977675 -0.239 0.600 0.807
O 0.428106 0.930178 4.331615 -0.113 -0.224 -0.318
N -2.317797 0.319227 -1.339642 -0.189 -0.583 -1.403
F -2.638010 -0.780513 1.762409 -0.266 0.145 0.136
F 0.028893 -3.084162 -2.514943 -0.089 0.634 -0.045
S 0.028320 3.128327 -2.437603 -0.750 -2.996 -4.867
S 0.942234 4.001792 -0.376057 0.200 -0.427 5.496
O -2.385140 -0.564383 4.124826 0.574 0.066 0.437
N 2.443614 -0.216931 1.299325 1.767 -1.452 -0.103
N 1.319061 -1.110720 -2.093845 0.954 1.173 -0.497
F 0.215298 2.806470 2.914773 -0.575 -0.087 -0.098
O -3.690931 1.039959 2.834630 0.396 0.496 0.106
S -0.583153 1.664081 3.641953 4.144 1.002 1.586
O -3.100613 -3.387064 0.879750 0.024 -0.408 0.903
O -0.067513 4.753047 0.297297 -0.417 0.371 -1.180
O -4.557024 0.991634 -0.396489 -0.150 -0.654 -0.462
O 4.349070 0.247993 2.911645 0.512 -0.955 -0.050
O 3.332465 -2.463263 2.274819 0.492 0.227 0.601
S 3.426917 -1.576850 1.181855 -2.956 -2.711 -2.401
O 4.633009 -1.452062 0.445713 0.532 0.823 0.312
S 3.598500 0.767101 1.822578 -2.077 4.532 1.742
S 1.135221 -2.209516 -3.220437 -1.711 -4.595 0.081
S -3.191396 -0.440126 -2.531494 1.729 -2.359 -1.157
F 2.752794 0.619821 -1.478944 0.379 -0.106 -0.226
O 0.565609 -1.832915 -4.465844 0.092 0.657 -0.018
S -0.299200 -3.365134 2.349856 3.859 2.146 2.871
S -1.782915 -3.480141 0.372890 -0.422 2.322 -4.375
O 1.176372 3.344343 -3.252831 0.304 0.435 0.537
F 2.561330 1.733625 2.547962 0.539 -0.103 -0.098
F 2.442745 -2.216116 0.090092 0.203 -0.231 0.438
O -1.505609 2.336013 4.495284 -1.101 -0.026 -0.824
O 3.765955 -0.835425 -3.114540 0.112 -0.722 0.376
O -1.275523 -4.674137 -0.200362 0.278 -0.982 1.290
F -2.044663 -1.359704 -3.074748 0.226 0.411 -0.016
F 1.690212 3.452767 0.925935 0.125 -0.669 -1.086
O -3.503433 2.624300 -1.819291 0.610 -0.507 -0.817
O 2.224734 -3.135283 -3.216994 0.383 0.507 -0.408
F -0.503401 1.752908 -3.062009 -0.234 0.244 0.763
O -4.141675 -1.355269 -2.032537 -0.636 -0.132 0.321
S 2.535146 -0.210836 -2.812327 -0.262 3.089 1.610
N 0.322063 2.554134 -0.961683 0.944 1.904 0.201
O -1.251361 -3.320108 3.405278 -0.617 -0.883 -0.441
F 0.837495 -2.399819 2.913173 -0.619 0.119 -0.260
S -3.358882 1.467152 -1.008368 -0.814 3.664 4.333
O -3.517506 0.394048 -3.634153 -0.139 0.447 0.240
```
Forces are in eV/Å.

- HOMO energy (eV) = -3.840
- Kohn-Sham gap (eV) = 4.42
- E_LUMO (eV) = 0.578
- net charge = -3



Entry 5:
Computed, not measured: a structure of composition F24InP4 at a distorted geometry, with ωB97M-V/def2-TZVPD.

Structure (XYZ):
```
29
Properties=species:S:1:pos:R:3:forces:R:3
F 15.396740 -16.574100 -20.689130 -1.358 1.288 0.815
F 12.408300 -20.217690 -14.616590 0.296 0.491 0.609
F 13.828230 -18.788280 -13.278910 -0.444 -0.990 0.168
F 12.967390 -23.532920 -22.245520 0.200 -0.868 0.690
F 14.487780 -23.122560 -20.644030 0.211 -1.554 -0.464
F 15.640520 -19.779590 -14.263870 -1.466 -1.128 0.033
F 14.513310 -25.501290 -20.113210 0.219 1.007 -1.358
F 13.963140 -18.792410 -15.428470 -0.117 1.657 -1.475
F 7.825690 -22.340540 -19.912530 0.004 0.404 0.763
P 13.747930 -24.529530 -21.208470 0.489 -0.230 -0.010
F 12.705080 -24.262880 -19.972980 -0.519 0.565 -0.443
P 14.010970 -19.972350 -14.389600 0.018 -0.681 1.417
F 16.471920 -16.199610 -22.565370 0.429 -0.837 -0.162
F 7.478300 -21.149450 -17.858830 -1.675 -1.056 -1.765
F 14.913220 -24.830380 -22.360970 -1.606 0.433 1.868
In 11.551230 -19.282940 -19.590970 0.128 -0.227 0.077
F 5.615070 -22.687330 -20.151730 -0.070 -0.761 0.218
F 15.364500 -18.245810 -22.147790 0.256 0.251 0.378
P 16.562360 -17.352060 -21.430060 -0.048 0.285 -0.020
F 17.693760 -16.441080 -20.636230 -0.390 -1.119 -1.165
F 12.788420 -25.773950 -21.637790 0.953 0.795 -0.234
P 6.502670 -21.963710 -18.998040 -0.122 -0.490 0.028
F 17.558900 -18.285260 -22.276860 0.293 0.959 1.235
F 6.325740 -20.638460 -19.922530 0.368 0.443 1.271
F 5.083180 -21.696900 -18.191740 1.901 0.252 -0.263
F 16.509100 -18.274130 -20.064920 0.622 -0.894 -1.007
F 6.715580 -23.388100 -18.213430 -0.221 1.333 -0.286
F 13.910010 -21.146530 -13.187480 0.934 1.441 -2.191
F 14.169880 -20.906380 -15.748640 0.715 -0.768 1.275
```
Forces are in eV/Å.

- HOMO energy (eV) = -10.266
- Kohn-Sham gap (eV) = 1.58
- E_LUMO (eV) = -8.688
- net charge = -1



Entry 6:
Computed, not measured: a structure of composition F24KP4 at a distorted geometry, with ωB97M-V/def2-TZVPD.

Structure (XYZ):
```
29
Properties=species:S:1:pos:R:3:forces:R:3
F 3.051670 -2.790062 -2.147171 -0.069 -0.124 0.226
F -0.755486 1.372814 -4.627697 -0.092 -0.474 -0.816
F -0.773111 -0.319785 -2.987097 -0.147 0.039 -0.137
F 0.684109 2.015018 4.450826 -0.059 0.109 0.082
F -4.375881 1.584552 1.439759 -0.089 0.045 -0.043
F -3.058673 1.098794 -0.385753 0.199 0.287 0.359
F 2.049773 0.378701 3.662957 0.182 -0.137 0.044
F -4.733611 -0.688196 1.739522 0.319 0.111 -0.022
P 0.920069 1.317437 2.990533 0.105 0.407 0.054
F -5.180054 0.227125 -0.253863 0.331 0.171 -0.120
F 3.369249 -2.507460 1.053559 -0.074 0.009 0.464
F -0.197334 2.291854 2.351057 -0.093 -0.104 -0.035
K -0.704907 -0.636863 -0.166659 0.487 0.189 0.168
F -3.276108 -1.096201 -0.031379 -0.389 -0.439 0.003
P 3.196591 -2.633184 -0.527221 -0.395 0.816 -0.886
F 2.061511 -3.774010 -0.307416 -0.004 -0.131 -0.096
F 2.047807 2.434962 2.644414 0.142 -0.040 0.088
F 0.428380 1.100380 -1.614258 0.129 -0.196 -0.638
F 2.037089 -1.478389 -0.556092 -0.074 -0.556 0.240
F 4.362785 -3.766623 -0.567410 0.128 -0.208 0.093
F -2.614771 0.154639 1.729238 0.204 0.302 -0.250
F -0.209135 0.221748 3.333415 -0.157 -0.190 0.095
F 0.540338 2.630083 -3.273099 0.138 0.599 -0.119
F 1.177463 0.494229 -3.748628 0.340 0.028 -0.135
P -3.855405 0.250199 0.710516 -1.157 -0.684 0.182
F -1.508575 1.788413 -2.570361 -0.058 0.304 0.083
F 1.170658 0.609069 1.559610 -0.108 0.009 -0.097
F 4.282850 -1.462553 -0.741166 0.481 -0.102 -0.083
P -0.137292 1.183307 -3.160138 -0.222 -0.038 1.294
```
Forces are in eV/Å.

- HOMO energy (eV) = -4.191
- Kohn-Sham gap (eV) = 10.79
- E_LUMO (eV) = 6.603
- net charge = -3